No. 1
C6H9N | wB97M-V/def2-TZVPD

Maximum force   1.51 eV/Å
Gap between HOMO and LUMO   8.1 eV
Spin multiplicity   1

```
16
Properties=species:S:1:pos:R:3:forces:R:3
C 1.371 -0.563 1.036 -0.187 -0.154 -0.042
C 1.226 0.394 -0.115 -0.610 -0.558 -0.486
C -0.260 -0.465 -1.163 0.660 1.202 0.640
C -1.533 -1.034 -0.624 0.407 -0.097 -0.037
C 0.444 1.550 -0.080 -0.448 -0.400 -0.378
C -0.604 1.710 0.861 -0.951 -0.049 0.559
N -1.512 1.776 1.583 0.822 0.001 -0.527
H 0.443 -0.596 1.612 0.103 -0.098 0.008
H 1.562 -1.541 0.594 0.005 -0.094 0.265
H 2.191 -0.323 1.725 -0.157 0.212 -0.322
H 2.113 0.475 -0.750 -0.522 -0.296 -0.108
H -0.571 0.089 -2.065 0.747 0.316 0.238
H -2.460 -0.425 -0.632 0.549 -0.184 -0.144
H -1.528 -1.750 -1.486 -0.617 0.090 0.252
H -1.523 -1.670 0.267 0.364 0.331 -0.007
H 0.643 2.373 -0.762 -0.164 -0.220 0.090
```
Positions in Å, forces in eV/Å.

No. 2
C6H9N | wB97M-V/def2-TZVPD

Maximum force   5.60 eV/Å
Gap between HOMO and LUMO (spin up / spin down)   6.1 / 8.4 eV
Spin multiplicity   3
⟨S²⟩   2.027

```
16
Properties=species:S:1:pos:R:3:forces:R:3
C -2.284 -0.351 -0.696 -2.073 2.319 -0.368
C 1.257 -1.358 0.355 -2.234 4.657 2.159
C 1.575 -0.226 -0.638 -0.676 -0.291 -2.706
C 0.127 -0.570 -0.298 4.756 -1.286 -0.155
C -3.299 0.323 0.214 -1.336 -2.163 -1.416
C 2.234 0.962 -0.037 1.392 1.794 0.699
N -1.107 -0.480 -0.389 0.263 -1.070 0.844
H 1.544 -2.306 0.185 0.371 -3.300 -0.839
H 1.245 -1.069 1.470 0.853 -0.379 -1.575
H 1.914 -0.395 -1.765 -0.491 -0.383 2.495
H -3.004 0.228 1.247 -0.178 -0.575 0.618
H -4.346 -0.056 -0.051 1.331 0.823 0.785
H -3.174 1.355 -0.005 -0.426 1.006 -0.373
H 3.347 0.775 0.197 -1.778 -0.161 0.188
H 1.630 1.272 0.846 0.871 -0.222 -0.177
H 2.341 1.896 -0.635 -0.645 -0.767 -0.180
```
Positions in Å, forces in eV/Å.

No. 3
C6H9N2 | wB97M-V/def2-TZVPD

Maximum force   6.02 eV/Å
Total charge   +1
SMILES string   CC1=CN2[C@H]3[C@@H]2C[N@@H+]13
Gap between HOMO and LUMO   11.1 eV
Spin multiplicity   1

```
17
Properties=species:S:1:pos:R:3:forces:R:3
C -0.146 1.494 0.382 4.835 -2.508 -2.572
C -0.847 0.541 -0.205 0.587 -0.292 1.341
C 0.695 -1.100 0.659 3.217 -3.951 -1.437
C 1.926 -0.279 0.363 1.723 -1.149 0.398
C 1.425 0.105 -0.990 -0.567 -0.685 1.865
C -2.270 0.323 -0.024 -0.146 -0.153 -4.440
N 1.530 1.046 0.034 -3.256 2.617 0.352
N 0.045 -0.604 -0.583 0.479 0.749 -1.333
H -0.161 2.476 0.734 -0.663 1.032 0.750
H 0.889 -2.262 0.677 -0.463 2.314 -0.457
H 0.288 -0.838 1.543 -2.113 0.828 2.599
H 2.988 -0.493 0.675 -1.466 0.349 -0.217
H 1.806 0.224 -1.963 -0.057 -0.112 -1.211
H -2.808 0.414 -1.005 0.255 0.510 0.830
H -2.592 0.955 0.689 -1.555 2.315 2.078
H -2.544 -0.630 0.234 -0.191 -2.664 1.066
H -0.223 -1.373 -1.220 -0.619 0.798 0.390
```
Positions in Å, forces in eV/Å.

No. 4
C6H9N2 | wB97M-V/def2-TZVPD

Maximum force   4.77 eV/Å
Total charge   +1
Gap between HOMO and LUMO (spin up / spin down)   7.0 / 5.4 eV
Spin multiplicity   1

```
17
Properties=species:S:1:pos:R:3:forces:R:3
C -1.177 1.577 2.520 4.044 -0.486 -2.484
C -2.350 1.753 2.744 -3.735 0.683 1.566
C 0.651 -1.093 -0.285 -0.197 -1.618 -0.504
C -0.209 1.254 1.483 0.811 1.008 1.535
C -0.109 0.121 -0.943 1.401 -0.760 2.315
C -0.859 0.829 0.209 0.260 1.095 -2.587
N -5.793 2.413 2.285 0.698 0.384 0.338
N -4.864 2.830 2.690 -0.672 -0.413 -0.334
H 1.216 -1.764 -1.008 -1.011 0.922 0.576
H 1.449 -0.778 0.404 -0.445 0.198 0.025
H -0.107 -1.767 0.268 1.213 1.045 -0.779
H 0.590 2.046 1.267 -0.788 -1.229 0.977
H 0.247 0.365 2.059 0.245 0.066 -0.578
H -0.809 -0.256 -1.675 -0.139 0.228 -0.189
H 0.616 0.839 -1.359 -0.277 -0.484 -0.183
H -0.903 1.864 -0.196 -0.483 0.132 -0.117
H -1.882 0.570 0.285 -0.921 -0.771 0.423
```
Positions in Å, forces in eV/Å.

No. 5
C6H9N2 | wB97M-V/def2-TZVPD

Maximum force   4.87 eV/Å
Total charge   +1
Gap between HOMO and LUMO (spin up / spin down)   5.7 / 6.9 eV
Spin multiplicity   3
⟨S²⟩   2.031

```
17
Properties=species:S:1:pos:R:3:forces:R:3
C -0.750 0.926 0.518 3.227 -0.108 -2.974
C 0.354 1.350 -0.278 -2.982 -1.960 2.431
C 1.029 -0.815 -1.005 0.537 -0.971 0.168
C 0.634 2.585 -0.535 0.419 4.678 -1.284
C 1.199 -2.057 -1.332 -0.233 0.957 2.042
C -1.721 -1.032 1.483 -1.721 -4.202 1.042
N 1.280 0.366 -0.670 1.992 -0.742 -0.582
N -0.813 -0.341 0.780 -0.007 -0.643 0.682
H -1.468 1.450 1.040 -0.958 2.042 0.985
H 1.496 2.786 -1.108 0.878 0.558 -0.486
H -0.055 3.421 -0.362 0.421 -0.596 0.145
H 1.361 -2.759 -0.519 -0.169 -0.116 -0.114
H 1.129 -2.377 -2.313 -0.086 -0.648 -1.878
H -2.725 -0.646 1.804 0.880 0.652 -0.697
H -1.247 -1.500 2.370 -0.387 0.145 -0.251
H -2.037 -1.905 0.822 0.067 0.442 0.689
H 2.336 0.546 -0.694 -1.877 0.513 0.082
```
Positions in Å, forces in eV/Å.

No. 6
C6H9N2O2 | wB97M-V/def2-TZVPD

Maximum force   4.35 eV/Å
Total charge   -1
Gap between HOMO and LUMO   8.5 eV
Spin multiplicity   1

```
19
Properties=species:S:1:pos:R:3:forces:R:3
C -1.061 -1.177 -2.323 -0.929 -0.804 -0.697
C 0.127 -0.261 -2.803 -1.658 2.236 3.046
O -0.097 0.946 -2.387 0.042 -0.333 -0.482
O 1.054 -0.602 -3.480 1.310 -1.574 -1.367
H -1.691 -0.779 -1.519 0.297 0.913 -0.479
H -0.989 -2.224 -1.898 0.782 0.651 -1.477
H -1.644 -1.086 -3.289 -0.008 -0.909 1.127
C -0.171 -0.837 2.850 -3.508 1.167 -0.719
C 1.308 2.027 1.090 -1.998 -3.028 2.394
C 0.226 0.218 0.531 0.083 -0.329 -2.588
C 0.361 0.185 1.880 0.751 0.229 -0.071
N 0.804 1.376 0.011 -0.651 -0.680 1.673
N 1.029 1.313 2.284 0.959 1.806 -2.556
H 0.501 1.574 -0.997 0.806 -0.209 0.391
H 1.753 2.975 1.084 0.533 1.000 -0.094
H -0.106 -0.476 -0.268 -0.081 0.435 1.284
H -0.345 -0.325 3.806 0.681 -0.518 0.065
H 0.226 -1.833 2.899 0.810 -0.143 0.176
H -1.285 -1.012 2.529 1.781 0.090 0.373
```
Positions in Å, forces in eV/Å.

No. 7
C6H9N2O2 | wB97M-V/def2-TZVPD

Maximum force   5.27 eV/Å
Total charge   -1
Gap between HOMO and LUMO   8.0 eV
Spin multiplicity   1

```
19
Properties=species:S:1:pos:R:3:forces:R:3
C 1.354 -2.932 0.012 -2.137 1.557 -3.446
C 0.852 -1.874 0.843 -1.362 4.107 0.808
C 0.852 -0.225 2.333 -3.700 -2.155 -3.068
C -0.056 -0.941 0.380 0.446 1.701 3.084
N 1.295 -1.496 2.074 2.065 1.522 1.117
N -0.144 0.084 1.382 2.996 -2.085 1.798
H 0.941 0.510 3.141 0.475 -1.050 0.061
H 1.326 -2.613 -1.125 0.083 -0.702 2.250
H 0.637 -3.652 0.181 -1.156 -2.635 -0.336
H -0.754 1.073 1.291 1.337 -2.030 -0.331
H -0.533 -0.877 -0.563 -0.540 0.224 -0.485
H 2.269 -3.234 0.268 3.633 -1.302 0.943
C -0.927 2.231 -2.103 -1.351 -1.168 0.439
C -1.332 2.472 -0.643 -1.216 -0.134 1.687
O -2.023 3.401 -0.287 -0.889 3.353 -1.255
O -1.167 1.563 0.231 -0.081 0.434 -3.409
H -0.326 2.893 -2.654 1.191 1.533 0.159
H -1.889 2.337 -2.701 0.982 -1.103 0.726
H -0.374 1.280 -2.060 -0.774 -0.065 -0.742
```
Positions in Å, forces in eV/Å.

No. 8
C6H9N2O2S | wB97M-V/def2-TZVPD

Maximum force   5.50 eV/Å
Total charge   +1
Gap between HOMO and LUMO (spin up / spin down)   5.3 / 6.7 eV
Spin multiplicity   3
⟨S²⟩   2.035

```
20
Properties=species:S:1:pos:R:3:forces:R:3
C -1.530 -1.577 0.622 2.090 2.543 3.414
C -2.446 -0.538 0.078 0.768 0.733 -0.598
C 1.854 0.329 -0.029 0.780 -0.269 -1.176
C 2.979 -0.535 -0.138 -0.625 -0.619 -0.141
C -2.177 0.755 0.068 -0.062 -2.109 0.292
C 0.649 -0.168 -0.155 0.146 1.654 0.245
N 4.228 -0.253 0.082 -0.800 1.870 1.492
N -2.137 2.041 0.115 -4.126 0.849 3.539
O 4.504 1.080 0.244 -2.791 0.903 -1.749
O 5.119 -0.980 0.357 1.889 -2.068 -0.318
S 0.245 -1.733 -0.174 -3.964 -2.585 -2.507
H -2.003 -2.490 0.604 -0.587 -2.443 -0.244
H -1.216 -1.362 1.750 -0.600 -0.431 -2.392
H -3.242 -1.031 -0.462 -0.814 0.355 0.095
H 1.945 1.365 -0.110 0.491 1.713 0.390
H 2.779 -1.574 -0.275 0.404 -0.466 0.001
H -1.586 2.525 -0.479 2.380 1.947 -1.950
H 5.294 1.093 0.723 2.463 -0.092 1.315
H -2.869 2.635 0.674 1.459 -1.479 -1.707
H -0.444 -1.832 -1.512 1.499 -0.008 1.998
```
Positions in Å, forces in eV/Å.

No. 9
C6H9N2O4 | wB97M-V/def2-TZVPD

Maximum force   4.73 eV/Å
Total charge   +1
SMILES string   CC(=O)O[N+](=O)C(C)(C)C#[N+][O-]
Gap between HOMO and LUMO (spin up / spin down)   7.8 / 7.8 eV
Spin multiplicity   1

```
21
Properties=species:S:1:pos:R:3:forces:R:3
C 2.212 0.106 -0.370 1.424 -0.562 0.852
C -0.356 -2.734 0.209 -1.032 -0.079 -1.356
C -1.737 -3.202 -0.108 -1.188 0.181 4.573
C 0.140 1.381 -0.898 0.183 0.989 -0.132
C 1.464 1.759 1.306 -1.167 1.402 1.350
C 1.028 0.858 0.217 1.609 -2.341 -1.673
N 3.226 -0.489 -0.152 -0.707 0.829 -1.381
N 0.415 -0.473 0.877 -0.068 -1.269 1.034
O 0.800 -0.872 1.921 -0.483 0.404 -0.668
O 0.712 -3.146 0.229 1.490 -1.428 0.593
O 4.273 -1.052 -0.234 -1.122 0.382 0.518
O -0.388 -1.209 0.150 -0.624 2.400 -0.012
H -1.858 -3.702 -1.005 0.247 -0.766 -2.053
H -2.070 -3.981 0.710 0.880 1.409 -1.393
H -2.437 -2.354 0.019 0.376 -0.551 -0.394
H -0.877 1.563 -0.498 0.570 0.246 -0.437
H 0.643 2.318 -1.304 -0.814 -0.866 0.865
H 0.116 0.735 -1.777 -0.156 -0.277 0.392
H 0.683 2.582 1.312 1.045 -0.810 0.703
H 2.428 2.195 1.090 0.122 0.209 -0.423
H 1.631 1.251 2.293 -0.585 0.499 -0.957
```
Positions in Å, forces in eV/Å.

No. 10
C6H9N2O5S | wB97M-V/def2-TZVPD

Maximum force   3.34 eV/Å
Total charge   -1
Gap between HOMO and LUMO (spin up / spin down)   6.9 / 6.9 eV
Spin multiplicity   1

```
23
Properties=species:S:1:pos:R:3:forces:R:3
C -2.012 -0.058 1.128 0.161 1.112 0.645
C -1.068 -1.858 0.484 1.015 -1.973 -2.501
C -2.938 0.714 -0.681 -0.379 -0.401 -1.147
C -0.217 -0.731 0.324 1.922 -1.272 0.449
C 1.101 -0.527 -1.697 1.363 -1.031 -1.379
C 2.061 1.587 0.917 -1.285 1.239 0.557
N -0.773 0.322 0.852 -1.667 1.372 0.379
N 1.110 -0.744 -0.248 -0.726 0.552 -0.446
O -0.954 -2.999 0.049 -0.037 -0.190 0.575
O -2.237 -1.389 0.983 0.247 0.117 0.184
O 2.562 -0.871 1.703 -0.080 0.039 1.465
O 3.465 -0.034 -0.408 -0.156 0.135 0.098
O -3.107 1.935 -0.713 -0.078 -1.100 0.181
S 2.373 -0.073 0.544 1.436 -1.800 -1.107
H -2.750 0.420 1.716 -0.109 0.696 0.598
H -2.110 0.232 -1.369 -1.119 0.418 1.342
H -3.767 -0.041 -0.332 1.025 1.259 -0.751
H 2.182 -0.539 -2.151 -2.104 0.275 1.112
H 0.622 -1.438 -2.125 -0.051 0.859 0.169
H 0.557 0.396 -1.948 0.155 -0.297 -0.192
H 2.081 1.774 2.008 0.098 -0.249 -0.637
H 2.813 2.185 0.382 -0.491 -0.165 0.214
H 1.005 1.738 0.582 0.860 0.404 0.192
```
Positions in Å, forces in eV/Å.

No. 11
C6H9N2OS | wB97M-V/def2-TZVPD

Maximum force   5.80 eV/Å
Total charge   +1
SMILES string   NC1=C[C@@H]2S[C@@H]2C(O)=C1[NH3+]
Gap between HOMO and LUMO   7.2 eV
Spin multiplicity   1

```
19
Properties=species:S:1:pos:R:3:forces:R:3
C 2.075 -0.204 -0.038 3.303 -2.975 -3.731
C 1.238 -0.789 -1.115 -2.475 2.484 3.352
C 1.493 0.193 1.179 -0.102 0.785 2.423
C -0.123 -0.553 -0.956 3.305 0.546 0.256
C 0.079 0.513 1.268 -1.683 -1.426 -1.691
C -0.661 0.119 0.212 -1.279 -0.257 -0.616
N -0.756 -0.548 -2.120 -2.061 -0.056 -3.010
N -2.187 0.438 0.246 1.011 -2.726 -3.463
O -0.589 1.025 2.311 2.582 2.168 1.526
S 2.087 -1.560 1.332 0.170 0.392 0.415
H 3.154 0.043 -0.408 -2.122 -0.035 1.276
H 1.541 -1.159 -2.049 0.974 -0.358 -0.757
H 2.104 0.760 1.846 0.360 0.643 0.266
H -1.733 -0.685 -2.293 -0.136 -0.350 0.125
H -0.147 -0.700 -2.924 -0.846 0.065 0.319
H -2.858 -0.356 -0.013 1.523 0.747 0.625
H -2.456 1.155 -0.429 0.299 0.563 0.445
H -2.331 0.639 1.175 -0.960 1.324 2.863
H 0.068 1.669 2.776 -1.862 -1.533 -0.623
```
Positions in Å, forces in eV/Å.

No. 12
C6H9N2S | wB97M-V/def2-TZVPD

Maximum force   5.28 eV/Å
Total charge   +1
SMILES string   N/C=C\[N@@H+]1[C@@H]2C=CS[C@@H]21
Gap between HOMO and LUMO   9.7 eV
Spin multiplicity   1

```
18
Properties=species:S:1:pos:R:3:forces:R:3
C -1.448 0.309 1.137 0.720 -0.625 -0.170
C 0.608 -1.252 -0.436 -2.365 -4.535 1.309
C -0.314 0.997 0.838 -0.155 0.527 0.707
C 0.544 -0.102 -1.275 0.178 -0.821 -1.393
C 1.454 -1.284 0.609 0.139 0.971 -1.063
C 1.550 0.805 -0.765 3.224 -1.177 1.343
N -2.275 -0.319 0.205 1.598 1.104 1.592
N 0.153 1.116 -0.543 -0.599 1.376 1.021
S 2.544 0.129 0.611 -1.130 -0.349 -0.668
H -1.610 0.034 2.220 -0.017 0.570 -1.409
H -0.201 -2.083 -0.489 1.617 1.535 -0.166
H 0.538 1.217 1.531 -1.557 0.021 -0.409
H 0.175 -0.017 -2.306 0.445 -0.709 0.392
H 1.472 -2.006 1.420 0.088 0.053 -0.293
H 2.245 1.273 -1.394 -0.028 1.760 -0.983
H -3.108 -0.699 0.583 -0.800 -0.257 -0.105
H -2.282 0.035 -0.728 -0.353 0.038 -0.336
H -0.045 1.847 -1.218 -1.005 0.516 0.630
```
Positions in Å, forces in eV/Å.

No. 13
C6H9N3 | wB97M-V/def2-TZVPD

Maximum force   4.37 eV/Å
Gap between HOMO and LUMO (spin up / spin down)   6.6 / 7.9 eV
Spin multiplicity   1

```
18
Properties=species:S:1:pos:R:3:forces:R:3
C -0.287 1.987 -0.265 0.173 1.427 0.065
C -1.885 0.426 -0.108 -1.607 -3.543 -0.290
C 0.446 -0.822 -0.005 -1.581 -1.500 0.865
C -2.706 -0.576 0.133 -2.418 -0.549 1.818
C 0.149 -2.091 -0.206 -1.686 2.726 0.324
C 0.517 1.463 0.816 -0.280 0.151 4.356
N -1.375 1.364 -0.717 0.967 1.791 -0.213
N 1.187 0.172 0.409 1.270 1.058 -2.202
N 2.264 0.574 -0.494 1.211 0.382 -0.423
H -0.038 2.946 -0.712 0.086 -0.358 -0.218
H -3.752 -0.429 0.684 2.391 0.134 -1.251
H -2.537 -1.680 0.003 0.388 1.487 0.009
H 0.811 -2.812 -0.434 2.840 -2.388 -0.444
H -0.853 -2.498 -0.218 -0.375 0.486 -0.208
H 1.348 2.227 1.187 -1.752 -1.874 -0.821
H -0.123 1.059 1.799 1.414 1.446 -2.442
H 2.578 -0.179 -1.111 -0.515 0.151 0.470
H 2.089 1.425 -1.064 -0.525 -1.026 0.605
```
Positions in Å, forces in eV/Å.